1.
DFT (wB97M-V/def2-TZVPD) results for a structure of composition C17H51AsBN6O7P2.

Positions of all 85 atoms, in Å:
O: 6.77933 -3.28949 5.27513
C: 6.36512 -3.17090 4.15826
O: 5.48926 -2.23322 3.79350
C: 4.64934 -2.55084 2.66172
C: 3.18302 -2.44168 2.99939
C: 2.74408 -1.02944 3.41606
C: 1.40752 -0.61120 2.79807
As: -0.18370 -1.73897 3.36720
O: -1.71037 -2.86693 4.01916
B: -1.33082 -4.12890 4.26133
O: -1.63188 -5.20700 3.39318
O: -0.59876 -4.48909 5.39257
H: 6.73718 -3.82068 3.34588
H: 4.91029 -1.93359 1.80010
H: 4.85851 -3.58447 2.36630
H: 2.89961 -3.15326 3.77383
H: 2.63680 -2.70431 2.09034
H: 2.61909 -0.98785 4.50091
H: 3.51343 -0.28951 3.16298
H: 1.48193 -0.63417 1.70524
H: 1.17533 0.40961 3.11306
H: 0.48761 -3.10899 2.85774
H: -0.88478 -1.63347 1.96457
H: -1.02798 -0.47978 3.80942
H: 0.45138 -1.89054 4.81167
H: -1.09645 -5.09427 2.60402
H: -0.64581 -3.76537 6.01857
O: -1.47454 -1.79388 -1.67722
P: -2.94031 -1.78179 -1.93226
N: -3.47053 -0.47307 -1.00225
C: -4.86552 -0.25370 -0.68225
C: -2.78097 0.78909 -1.23417
N: -3.39298 -3.27603 -1.19646
C: -3.87136 -3.27623 0.17867
C: -2.40299 -4.32689 -1.39534
N: -4.21184 -1.79148 -3.09340
C: -4.76772 -3.07296 -3.54794
C: -3.84749 -0.99200 -4.28160
H: -5.43531 0.18657 -1.51417
H: -4.92122 0.43131 0.16680
H: -5.36370 -1.17087 -0.38516
H: -3.17112 1.31951 -2.11585
H: -1.71813 0.61587 -1.38540
H: -2.88725 1.44564 -0.36861
H: -3.22403 -2.67369 0.82605
H: -3.89957 -4.29140 0.57647
H: -4.90055 -2.92230 0.25725
H: -1.55997 -4.24666 -0.70094
H: -1.99879 -4.29782 -2.40877
H: -2.88260 -5.30005 -1.25750
H: -4.01536 -3.76611 -3.93649
H: -5.48204 -2.85968 -4.34737
H: -5.30824 -3.55861 -2.74309
H: -3.06836 -1.47097 -4.88476
H: -3.48067 -0.01026 -3.97478
H: -4.72515 -0.83396 -4.90942
O: 0.12440 3.00041 -2.11231
P: 1.34036 3.72989 -1.71260
N: 2.03150 2.86962 -0.44958
C: 3.13740 3.37322 0.34418
C: 2.17347 1.42831 -0.66706
N: 0.74144 5.21390 -1.06302
C: 0.66970 5.40846 0.38028
C: -0.49048 5.64856 -1.70958
N: 2.71604 4.39659 -2.46476
C: 2.67782 5.78068 -2.95212
C: 3.19136 3.51985 -3.55531
H: 4.10447 3.28393 -0.16905
H: 3.18866 2.79514 1.26903
H: 3.00569 4.41079 0.62303
H: 3.06950 1.18977 -1.25742
H: 1.30166 1.03417 -1.18478
H: 2.24862 0.91709 0.29359
H: 0.21683 4.56354 0.91105
H: 0.07515 6.30046 0.58597
H: 1.64966 5.60723 0.80731
H: -1.37696 5.13699 -1.31846
H: -0.45384 5.46375 -2.78287
H: -0.61188 6.72578 -1.56311
H: 1.84840 5.98210 -3.63781
H: 3.61313 5.97169 -3.48209
H: 2.62345 6.47544 -2.12094
H: 2.51335 3.52027 -4.41560
H: 3.28250 2.49236 -3.19805
H: 4.17859 3.84072 -3.88822

Forces on atoms 1 to 6 (eV/Å):
O 0.06 0.21 -0.03
C 0.25 -0.04 0.26
O -0.15 -0.08 0.01
C 0.01 -0.76 -0.29
C 0.01 0.65 0.03
C -0.42 0.13 0.07

Output
Spin multiplicity ... 1
Total charge ... -1
E_LUMO ... 2.18 eV
Highest occupied orbital energy ... -3.85 eV
Frontier orbital gap ... 6.03 eV


2.
DFT (wB97M-V/def2-TZVPD) results for a cluster of 9 separate species, C17H52BF4N2O11 in total.

Positions of all 87 atoms, in Å:
B: 0.89840 0.83896 -0.36352
F: 1.78433 0.65289 0.73241
F: 0.39451 2.14109 -0.31205
F: 1.51756 0.56438 -1.53409
F: -0.28065 0.11830 -0.17540
C: -2.71999 3.33156 0.83596
C: -3.07378 4.03703 2.12816
O: -4.33882 3.59303 2.52003
O: -2.10052 2.11196 1.19659
H: -1.93558 3.84124 0.27645
H: -3.54682 3.12930 0.15513
H: -2.98422 5.11836 2.02426
H: -2.35313 3.69900 2.87281
H: -4.46178 2.64112 2.53913
H: -1.51992 1.77274 0.51144
C: 5.26401 2.03866 1.97183
C: 4.71999 1.25227 0.81026
O: 3.85939 2.06285 0.10422
O: 5.77499 3.36133 1.70766
H: 6.05956 1.51764 2.50449
H: 4.51959 2.23917 2.74237
H: 4.31213 0.28417 1.10102
H: 5.61054 1.03143 0.22183
H: 2.97744 1.69995 0.21407
H: 6.73378 3.31647 1.72542
C: 0.04621 4.83316 -2.48126
C: 0.33180 5.47869 -3.82473
O: 0.31443 4.49393 -4.89928
O: 0.99497 3.73542 -2.31963
H: -0.97659 4.53972 -2.24488
H: 0.37950 5.49643 -1.68308
H: 1.31823 5.92334 -3.69299
H: -0.24346 6.33227 -4.18329
H: 0.71003 3.70592 -4.51962
H: 0.88111 3.20405 -1.52824
C: 3.65138 -2.19117 -0.52452
O: 4.83378 -2.32331 -1.36081
H: 2.99697 -1.40459 -0.90021
H: 3.06242 -3.10525 -0.60013
H: 4.00872 -1.99340 0.48608
H: 4.55727 -2.16346 -2.26612
C: 1.65862 -1.25575 -5.67963
O: 1.56408 -0.51314 -4.53620
H: 2.35896 -0.89619 -6.43351
H: 1.97541 -2.27604 -5.46342
H: 0.68578 -1.40690 -6.14745
H: 1.31651 -0.93333 -3.70931
C: -0.58031 -2.05711 -2.97871
O: 0.69105 -2.17741 -2.40287
H: -0.58945 -2.59347 -3.92756
H: -1.40126 -2.46471 -2.38881
H: -0.82559 -1.01389 -3.17780
H: 0.84335 -1.42944 -1.82070
C: -5.97601 -2.99006 1.16357
C: -4.48991 -2.75732 1.31674
C: -4.05205 -1.62990 0.42770
O: -4.25368 -1.78533 -1.01561
C: -3.70493 -0.68645 -1.64847
N: -4.16105 -2.53276 2.77950
H: -6.32782 -3.23630 0.16172
H: -6.46666 -2.10648 1.57181
H: -6.30886 -3.66103 1.95547
H: -4.08070 -3.69232 0.93408
H: -2.96235 -1.63556 0.45297
H: -4.43110 -0.68407 0.81480
H: -4.25857 0.23033 -1.44574
H: -3.65639 -0.82787 -2.72817
H: -2.69773 -0.44755 -1.30704
H: -3.15556 -2.62760 2.76925
H: -4.34921 -1.59103 3.09228
C: 0.17525 -0.46821 3.49840
C: 0.40669 -1.82046 2.86326
C: 0.91151 -3.05875 3.72025
O: 1.32158 -4.10281 2.82069
C: 2.67293 -3.82078 2.37916
N: -0.82065 -2.16836 2.12212
H: -0.03345 0.45357 2.95539
H: 1.11676 -0.35354 4.03553
H: -0.51949 -0.53371 4.33575
H: 1.12936 -1.53250 2.09976
H: 0.16793 -3.58759 4.31652
H: 1.67983 -2.82935 4.45859
H: 2.81723 -2.79800 2.03105
H: 3.01996 -4.42910 1.54392
H: 3.35810 -4.00810 3.20592
H: -1.12417 -1.35797 1.60129
H: -0.62173 -2.86230 1.41575

Forces on atoms 1 to 6 (eV/Å):
B -0.92 0.31 1.36
F -0.44 -0.40 -0.14
F 0.43 1.40 -0.01
F 0.42 -0.51 -0.91
F -0.30 -1.57 -0.01
C 2.05 -0.22 -0.61

Output
Spin multiplicity ... 1
Total charge ... -1
E_LUMO ... 2.60 eV
Highest occupied orbital energy ... -6.95 eV
Frontier orbital gap ... 9.55 eV


3.
DFT (wB97M-V/def2-TZVPD) results for a cluster of 9 separate species, C17H54N4O10 in total.

Positions of all 85 atoms, in Å:
N: 51.36804 -24.89277 39.95178
H: 51.63977 -25.91154 39.86141
H: 50.80089 -24.52134 39.29540
H: 52.19649 -24.51005 40.33200
H: 50.64465 -24.80357 40.64892
C: 48.87722 -28.00702 38.75423
O: 48.33926 -28.44036 39.74718
O: 48.95259 -28.79878 37.66491
O: 49.50350 -26.93856 38.75387
H: 48.51623 -29.69345 37.89632
C: 52.99411 -21.77374 41.06622
C: 51.79327 -21.58144 42.08782
C: 51.30462 -20.14235 42.11628
O: 52.46079 -19.39119 42.57551
C: 52.14418 -17.94871 42.84417
N: 50.67597 -22.35159 41.49623
H: 53.89110 -21.17649 41.22748
H: 52.56130 -21.64659 40.04512
H: 53.21928 -22.84908 40.96750
H: 52.00118 -22.23839 42.98618
H: 50.41804 -19.86860 42.92259
H: 50.87001 -19.63255 41.29419
H: 53.14759 -17.56726 43.08641
H: 51.56366 -18.07023 43.59890
H: 51.72900 -17.28530 42.27159
H: 49.86394 -22.14495 42.01289
H: 50.45482 -21.83886 40.61491
C: 50.92505 -21.76347 37.24398
C: 49.69389 -20.98031 37.82397
C: 48.56041 -20.85620 36.76940
O: 49.11894 -20.08765 35.73746
C: 47.99570 -19.56938 34.96123
N: 49.23240 -21.81886 38.91273
H: 51.58732 -21.95977 38.15962
H: 51.30671 -21.39695 36.45676
H: 50.78704 -22.61904 36.86816
H: 50.06613 -19.89044 37.90447
H: 47.55852 -20.59490 37.07865
H: 48.33193 -21.80502 36.59219
H: 47.31507 -19.13156 35.50559
H: 47.49352 -20.26858 34.48657
H: 48.51440 -19.06062 34.18689
H: 48.36537 -21.64381 39.55489
H: 48.95221 -22.77671 38.58659
C: 52.15818 -28.51195 41.16289
C: 53.51684 -28.46738 40.70404
C: 54.34054 -29.73312 40.42963
O: 54.49939 -30.66704 41.47855
C: 54.30467 -32.02641 41.12616
N: 53.52709 -27.59444 39.48561
H: 51.74590 -27.54527 40.89449
H: 52.12847 -28.81208 42.23186
H: 51.44071 -29.23366 40.53106
H: 54.00344 -27.82738 41.43833
H: 55.32134 -29.60499 40.00393
H: 53.93304 -30.16664 39.52825
H: 53.28075 -32.34648 41.10145
H: 54.82989 -32.45146 41.95171
H: 54.78372 -32.25802 40.21073
H: 52.96879 -28.04951 38.82467
H: 54.65907 -27.38950 39.17070
C: 52.52891 -25.52935 43.35811
O: 53.44953 -24.97050 42.31844
H: 52.98232 -25.15916 44.36532
H: 52.59677 -26.63824 43.28088
H: 51.49758 -25.19846 43.00266
H: 54.30407 -25.44432 42.38348
C: 46.82302 -24.91157 38.20936
O: 48.12517 -24.66253 38.65612
H: 46.28743 -24.10411 37.96079
H: 46.43729 -25.70306 38.74320
H: 46.73730 -25.60002 37.27048
H: 48.46858 -25.38076 38.74321
C: 50.95185 -26.25700 35.71968
O: 51.65596 -26.87380 36.77977
H: 51.52457 -25.37022 35.21039
H: 50.12289 -25.76894 36.00444
H: 50.81245 -26.95859 34.98005
H: 50.89370 -27.18267 37.40238
C: 48.92622 -26.97550 42.73961
O: 49.04441 -26.26254 41.57798
H: 49.79700 -26.87252 43.38752
H: 48.92962 -27.95968 42.78663
H: 48.01981 -26.47085 43.47320
H: 48.92097 -27.05846 40.96750

Forces on atoms 1 to 6 (eV/Å):
N 1.00 -4.20 3.21
H -0.91 1.01 -0.73
H -0.97 1.80 -4.26
H 0.98 1.68 0.00
H -0.21 -0.54 1.73
C 1.07 -0.49 0.68

Output
Spin multiplicity ... 1
E_LUMO ... 0.44 eV
ΔE to the lowest compared entry with this formula, charge and spin ... 893.7 kJ/mol
Highest occupied orbital energy ... -8.85 eV
Frontier orbital gap ... 9.29 eV


4.
DFT (wB97M-V/def2-TZVPD) results for a cluster of 10 separate species, C17H54N6O10 in total.

Positions of all 87 atoms, in Å:
N: 2.78765 -4.48715 5.94811
C: 1.68499 -3.87975 5.74559
N: 1.06250 -3.61496 6.85407
O: 1.34025 -3.52384 4.65255
H: 3.22668 -4.58114 6.85283
H: 3.39091 -4.68805 5.16337
H: 0.20115 -3.08874 6.88973
H: 1.27471 -4.08623 7.72181
N: 2.46262 7.07393 -2.41978
C: 2.81278 5.81710 -2.25302
N: 3.66574 5.26741 -3.08615
O: 2.29176 5.13427 -1.38248
H: 1.57502 7.19877 -1.95428
H: 2.80101 7.78353 -3.05385
H: 3.97007 4.31409 -2.94957
H: 3.89106 5.77799 -3.92795
N: 4.81321 -1.88161 -1.84826
C: 5.66584 -2.53388 -1.02013
N: 5.26630 -2.60786 0.17916
O: 6.70057 -3.13138 -1.37081
H: 5.02585 -1.79905 -2.83215
H: 3.88275 -1.79248 -1.46563
H: 4.43078 -2.27177 0.63635
H: 5.99670 -3.04043 0.72644
C: -1.98696 -7.55569 -4.59361
C: -1.96190 -9.01160 -4.06832
O: -1.49257 -9.88534 -4.97433
H: -1.81856 -7.48296 -5.66807
H: -1.38058 -6.84819 -4.02805
H: -3.01017 -7.21365 -4.43824
H: -3.01978 -9.26919 -4.01698
H: -1.52820 -9.01265 -3.06832
H: -2.14288 -9.84818 -5.67954
C: -0.11880 -1.72805 -0.33029
C: 0.08145 -0.31073 0.10394
O: 0.57493 0.31516 -1.02667
H: -0.80840 -1.94864 -1.14508
H: -0.77848 -2.22375 0.38189
H: 0.83446 -2.24499 -0.22001
H: 0.90877 -0.23544 0.80960
H: -0.75353 0.14448 0.63658
H: 0.82526 1.20738 -0.77590
C: 3.70328 2.07636 6.45790
C: 3.60310 1.87473 4.96639
O: 4.13229 0.57463 4.57023
H: 3.15315 2.98404 6.70605
H: 4.72800 2.24264 6.79017
H: 3.33831 1.30420 7.13514
H: 4.33459 2.52112 4.48143
H: 2.69628 2.07577 4.39597
H: 3.41027 -0.04605 4.69287
C: -3.50837 3.75957 -3.08571
C: -4.84839 4.59278 -3.24041
O: -5.60120 4.25556 -4.40261
H: -2.78867 4.27708 -3.72002
H: -3.71653 2.69359 -3.17762
H: -2.99099 3.96662 -2.14894
H: -4.77844 5.67681 -3.15037
H: -5.31131 4.25693 -2.31251
H: -6.44433 4.71459 -4.39783
C: -4.00209 5.84742 2.40208
C: -5.50080 5.98327 2.15390
O: -5.86428 7.01589 1.31030
H: -3.44106 6.63657 1.90150
H: -3.71163 4.97594 1.81535
H: -3.59065 5.83017 3.41130
H: -5.84245 6.32032 3.13256
H: -5.77087 4.97257 1.84787
H: -5.71444 7.92813 1.56910
C: 2.26155 -1.63716 -6.87352
C: 3.69680 -1.68861 -7.40109
O: 4.60452 -2.12989 -6.43012
H: 1.94437 -2.59361 -6.45795
H: 1.64285 -1.48436 -7.75782
H: 2.24094 -0.85838 -6.11117
H: 3.82183 -0.73807 -7.91967
H: 3.72787 -2.46656 -8.16393
H: 4.53093 -3.07772 -6.29664
C: -4.85242 -0.49282 4.12551
C: -3.87545 -0.84303 5.16908
O: -4.69202 -1.01525 6.36206
H: -5.46846 0.38041 4.34018
H: -5.54402 -1.31781 3.95472
H: -4.26263 -0.31326 3.22661
H: -3.10492 -0.07240 5.19190
H: -3.41068 -1.81750 5.01907
H: -5.57878 -1.35198 6.21418

Forces on atoms 1 to 6 (eV/Å):
N 5.85 -3.40 0.51
C -1.23 1.53 -1.59
N -3.14 1.14 4.25
O -1.20 0.72 -2.23
H -0.28 0.06 -0.22
H -0.32 0.10 0.09

Output
Spin multiplicity ... 1
SMILES ... NC(N)=O.NC(N)=O.NC(N)=O.CCO.CCO.CCO.CCO.CCO.CCO.CCO
E_LUMO ... 0.25 eV
ΔE to the lowest compared entry with this formula, charge and spin ... 352.2 kJ/mol
Highest occupied orbital energy ... -9.27 eV
Frontier orbital gap ... 9.52 eV


5.
DFT (wB97M-V/def2-TZVPD) results for a cluster of 12 separate species, C17H56F6O11P in total.

Positions of all 91 atoms, in Å:
P: 0.06640 0.03979 -0.63505
F: -0.07496 -0.25621 -2.25385
F: 0.37623 -1.50882 -0.30599
F: 1.64217 0.32553 -0.81959
F: 0.13016 0.38708 0.92130
F: -0.28987 1.57972 -1.10334
F: -1.53858 -0.24729 -0.61393
C: 1.15366 -1.66496 4.90076
C: 0.15825 -1.47853 3.78871
O: 0.67833 -2.01595 2.56980
H: 1.36811 -2.71818 5.08362
H: 0.76099 -1.15853 5.78624
H: 2.12235 -1.20029 4.71280
H: -0.11960 -0.42650 3.65984
H: -0.79078 -1.94964 4.07902
H: 0.05865 -1.69726 1.89525
C: 4.68550 -1.39903 -1.05418
C: 3.62621 -2.43521 -1.44451
O: 4.25828 -3.64992 -1.80559
H: 4.26493 -0.70636 -0.31597
H: 5.06733 -0.82439 -1.89414
H: 5.48794 -1.82054 -0.44364
H: 3.02051 -2.00646 -2.25350
H: 2.89803 -2.49470 -0.62859
H: 3.66395 -4.36805 -1.56722
C: 3.04327 2.94047 1.21163
C: 2.51510 4.01810 0.28257
O: 3.56376 4.57372 -0.53500
H: 2.10180 2.46253 1.52813
H: 3.57106 3.23917 2.11209
H: 3.48483 2.08920 0.69070
H: 2.02750 4.72957 0.96511
H: 1.68196 3.65763 -0.31278
H: 4.25086 4.66876 0.13411
C: -1.15999 2.51602 2.71427
C: -0.69894 3.53184 1.68270
O: -1.81230 4.24567 1.18356
H: -1.57018 2.92013 3.64219
H: -0.34458 1.84270 2.99289
H: -1.95677 1.89556 2.29833
H: -0.16661 3.06535 0.85382
H: -0.08699 4.29420 2.19109
H: -1.79312 4.22059 0.21994
O: -2.44349 0.77458 -3.27294
H: -2.32033 0.86010 -2.31889
H: -1.79787 0.08733 -3.53188
O: 3.30421 -0.26270 2.27418
H: 3.08574 -1.05797 2.76871
H: 2.68082 -0.26539 1.53349
O: -0.75403 -1.29866 -4.57407
H: -1.25674 -1.98595 -5.02652
H: -0.15735 -1.77163 -3.98157
O: -0.42674 4.58597 -1.59571
H: 0.12619 5.12937 -1.02145
H: 0.07307 3.76418 -1.71681
C: -3.60068 -0.62819 2.30733
C: -4.99824 -1.15513 2.52753
C: -5.46075 -1.02773 3.98679
O: -5.87764 -0.52339 1.61770
H: -2.90052 -1.23073 2.89432
H: -3.45433 0.40113 2.63240
H: -3.31910 -0.75200 1.26270
H: -4.99233 -2.23576 2.31968
H: -5.30128 0.02050 4.27803
H: -4.84429 -1.57210 4.70356
H: -6.51820 -1.20787 4.18480
H: -6.77466 -0.82794 1.78401
C: 3.12647 2.64504 -3.17308
C: 2.45434 1.85177 -4.30149
C: 3.22387 0.55867 -4.62754
O: 1.08899 1.63063 -4.00012
H: 2.54419 3.48227 -2.79636
H: 4.07207 3.05347 -3.53846
H: 3.31639 1.94031 -2.35747
H: 2.41371 2.51582 -5.17150
H: 4.28056 0.78789 -4.45973
H: 3.04929 0.21639 -5.64415
H: 2.97494 -0.24302 -3.93106
H: 1.05255 1.27725 -3.09685
C: -2.13390 -3.15158 -1.89565
C: -2.64822 -4.16324 -0.88749
C: -3.55529 -3.56235 0.19522
O: -3.31654 -5.25275 -1.54291
H: -1.29652 -2.62317 -1.44416
H: -2.95740 -2.53931 -2.26753
H: -1.73739 -3.67378 -2.77011
H: -1.80061 -4.62347 -0.36287
H: -4.27909 -4.30752 0.52533
H: -3.93971 -2.59887 -0.15664
H: -3.07379 -3.22766 1.12041
H: -4.25525 -5.02936 -1.56476

Forces on atoms 1 to 6 (eV/Å):
P -1.37 0.42 -2.68
F 1.23 -1.05 0.50
F -0.02 -0.05 -0.06
F 0.05 0.10 0.25
F -0.17 0.35 -0.02
F 0.57 0.24 1.37

Output
Spin multiplicity ... 1
Total charge ... -1
E_LUMO ... 2.39 eV
ΔE to the lowest compared entry with this formula, charge and spin ... 81.5 kJ/mol
Highest occupied orbital energy ... -7.10 eV
Frontier orbital gap ... 9.49 eV


Among the records above, which one has the lowest frontier orbital gap?
C17H51AsBN6O7P2


Which formula does entry 1 have?
C17H51AsBN6O7P2